(1)
{
  "formula": "C10H7BrN2O",
  "method": "ωB97M-V/def2-TZVPD",
  "elements": ["C", "C", "C", "C", "C", "C", "C", "C", "C", "C", "N", "N", "O", "Br", "H", "H", "H", "H", "H", "H", "H"],
  "positions_angstrom": [[3.339, 3.053, -0.144], [-2.449, 0.556, -0.378], [-2.248, -0.857, -0.351], [-1.371, 1.440, -0.063], [-0.930, -1.241, -0.088], [-0.064, 1.067, 0.126], [0.136, -0.334, 0.036], [1.067, 2.034, 0.554], [2.473, -0.170, 0.852], [2.168, 2.211, -0.374], [4.305, 3.674, -0.040], [1.496, -0.782, 0.173], [0.991, 2.424, 1.701], [1.930, 1.857, -2.275], [-3.355, 1.060, -0.421], [-3.053, -1.757, -0.637], [-1.476, 2.496, -0.057], [-0.739, -2.318, -0.206], [3.556, -0.455, 0.751], [2.310, 0.433, 1.801], [1.739, -1.517, -0.523]],
  "homo_lumo_gap_ev": [6.782, 6.786],
  "de_lowest_kcal_mol": 0.0,
  "energy_ha": -3143.90279
}

(2)
{
  "formula": "C10H7CuN3S5",
  "method": "ωB97M-V/def2-TZVPD",
  "elements": ["Cu", "S", "S", "S", "S", "N", "C", "C", "C", "C", "C", "C", "N", "C", "C", "C", "S", "C", "N", "H", "H", "H", "H", "H", "H", "H"],
  "positions_angstrom": [[-0.229, 0.489, -0.021], [-2.020, -0.633, 0.831], [-1.791, 0.276, 2.672], [-1.897, 2.326, 2.282], [-0.451, 2.670, 0.837], [3.479, 0.962, -1.566], [2.876, 1.292, -2.768], [3.373, 1.793, -3.967], [2.452, 2.011, -4.973], [1.083, 1.740, -4.792], [0.601, 1.243, -3.599], [1.521, 1.017, -2.579], [1.312, 0.528, -1.295], [2.490, 0.524, -0.733], [2.686, 0.126, 0.667], [3.820, 0.140, 1.409], [3.454, -0.333, 3.006], [1.800, -0.528, 2.564], [1.550, -0.265, 1.328], [4.446, 1.073, -1.325], [4.424, 2.010, -4.107], [2.791, 2.408, -5.922], [0.395, 1.935, -5.605], [-0.450, 1.044, -3.433], [4.822, 0.419, 1.121], [1.034, -0.817, 3.272]],
  "homo_lumo_gap_ev": 4.787,
  "de_lowest_kcal_mol": 0.0,
  "energy_ha": -4181.10949,
  "total_charge": -1
}

(3)
{
  "formula": "C10H7F3O",
  "method": "ωB97M-V/def2-TZVPD",
  "elements": ["C", "C", "C", "C", "C", "C", "C", "C", "C", "C", "O", "F", "F", "F", "H", "H", "H", "H", "H", "H", "H"],
  "positions_angstrom": [[2.643, -0.495, -0.725], [1.981, -1.614, -0.337], [2.053, 0.735, -0.703], [0.658, -1.570, -0.100], [0.730, 0.875, -0.253], [0.014, -0.350, -0.029], [0.156, 2.101, 0.115], [-0.712, 2.164, 1.076], [-1.423, -0.437, 0.442], [-2.660, -0.145, -0.392], [-1.713, -1.184, 1.515], [-2.940, -1.081, -1.280], [-3.803, -0.028, 0.273], [-2.512, 0.976, -1.102], [3.709, -0.607, -1.035], [2.436, -2.632, -0.437], [2.674, 1.504, -0.979], [0.067, -2.430, 0.211], [0.922, 2.826, -0.048], [-1.260, 2.848, 1.779], [-1.020, -1.457, 2.010]],
  "homo_lumo_gap_ev": [7.622, 8.675],
  "de_lowest_kcal_mol": 96.4,
  "energy_ha": -759.92458
}

(4)
{
  "formula": "C10H7N",
  "method": "ωB97M-V/def2-TZVPD",
  "elements": ["C", "C", "N", "C", "C", "C", "C", "C", "C", "C", "C", "H", "H", "H", "H", "H", "H", "H"],
  "positions_angstrom": [[0.678, 3.622, 1.261], [0.672, 2.431, 1.222], [0.898, 1.220, 0.964], [0.266, 0.166, 0.600], [-1.157, 0.276, 0.915], [-2.122, -0.261, 0.157], [-1.611, -0.868, -1.050], [-0.322, -1.109, -1.204], [0.783, -0.878, -0.223], [2.175, -1.057, -0.859], [1.773, -2.039, -0.085], [0.232, 4.529, 1.394], [-1.326, 0.702, 1.972], [-3.233, -0.465, 0.221], [-2.244, -1.076, -1.923], [0.093, -1.739, -2.014], [2.395, -0.548, -1.758], [2.051, -2.906, 0.410]],
  "homo_lumo_gap_ev": 7.788,
  "smiles": "C#C/N=C1\\C=CC=CC12C=C2",
  "de_lowest_kcal_mol": 8.7,
  "energy_ha": -439.72783
}